No. 1
The following is a quantum chemistry calculation of a 7-piece molecular cluster, C26H43Cl12N2O3P2S overall in a non-equilibrium geometry, from the Open Molecules 2025 dataset.

Each line ends with the Mulliken charge.
Element x y z (Å)
C (-2.096, 3.864, 3.320)  -0.634
C (-1.785, 4.412, 2.040)  -0.424
C (-0.394, 4.155, 1.301)  0.095
C (0.357, 2.905, 1.845)  0.540
C (1.743, 3.028, 2.231)  -0.784
N (2.138, 1.758, 2.711)  0.282
P (3.786, 1.458, 3.295)  0.211
S (4.231, 2.444, 4.896)  -0.300
C (1.036, 0.947, 2.595)  -0.124
P (1.168, -0.823, 3.162)  0.461
O (2.302, -1.438, 2.405)  -0.458
O (1.497, -0.948, 4.783)  -0.462
O (-0.258, -1.607, 2.891)  -0.388
N (-0.066, 1.576, 2.053)  0.627
C (-1.397, 1.035, 1.740)  -1.241
C (-1.365, 0.384, 0.297)  1.341
C (-0.255, -0.451, -0.156)  -0.013
C (-0.217, -1.107, -1.481)  -1.073
C (-1.308, -0.900, -2.425)  -0.565
C (-2.429, -0.019, -2.007)  0.878
C (-3.564, 0.196, -3.070)  -1.348
C (-2.472, 0.596, -0.671)  -0.864
H (-2.712, 2.922, 3.401)  0.260
H (-1.737, 4.295, 4.292)  0.291
H (-2.525, 5.097, 1.534)  0.363
H (-0.570, 4.144, 0.196)  0.316
H (0.251, 5.051, 1.578)  0.091
H (2.366, 3.950, 2.153)  0.085
H (4.060, 0.067, 3.465)  0.132
H (4.644, 1.908, 2.236)  0.158
H (1.000, -1.714, 5.141)  0.338
H (-0.145, -2.578, 2.939)  0.365
H (-1.744, 0.253, 2.471)  0.297
H (-2.205, 1.808, 1.704)  0.348
H (0.632, -0.634, 0.497)  0.126
H (0.661, -1.751, -1.723)  0.412
H (-1.243, -1.415, -3.412)  0.403
H (-3.941, -0.802, -3.432)  0.316
H (-3.124, 0.704, -3.978)  0.274
H (-4.414, 0.814, -2.689)  0.337
H (-3.344, 1.253, -0.408)  0.220
Cl (1.635, -1.253, -5.742)  -0.184
C (0.740, -0.311, -6.961)  -0.382
C (-0.440, 0.420, -6.364)  -0.505
Cl (-1.727, -0.697, -5.839)  -0.180
H (0.430, -0.992, -7.753)  0.335
H (1.444, 0.407, -7.384)  0.258
H (-0.881, 1.082, -7.109)  0.405
H (-0.145, 1.022, -5.505)  0.291
Cl (-2.801, -3.355, -0.827)  -0.144
C (-3.691, -3.181, 0.707)  -0.130
C (-5.180, -3.358, 0.526)  -0.315
Cl (-5.907, -2.018, -0.400)  -0.194
H (-3.451, -2.203, 1.127)  0.054
H (-3.307, -3.946, 1.384)  0.253
H (-5.672, -3.373, 1.499)  0.130
H (-5.414, -4.290, 0.013)  0.345
Cl (6.989, -4.586, 0.318)  -0.186
C (5.287, -4.248, 0.720)  -0.417
C (5.103, -3.890, 2.177)  -0.102
Cl (5.397, -5.278, 3.254)  -0.181
H (4.695, -5.121, 0.445)  0.347
H (4.973, -3.413, 0.092)  0.250
H (4.077, -3.566, 2.352)  -0.013
H (5.771, -3.082, 2.478)  0.304
Cl (1.227, 6.270, -2.273)  -0.161
C (0.863, 7.436, -0.977)  -0.425
C (2.031, 7.628, -0.036)  -0.516
Cl (2.350, 6.170, 0.944)  -0.144
H (-0.024, 7.087, -0.448)  0.259
H (0.621, 8.383, -1.461)  0.357
H (1.816, 8.437, 0.661)  0.308
H (2.945, 7.877, -0.575)  0.377
Cl (7.383, 0.009, -6.490)  -0.174
C (6.490, 0.189, -4.960)  -0.443
C (5.000, 0.007, -5.144)  -0.384
Cl (4.270, 1.337, -6.077)  -0.190
H (6.726, 1.168, -4.544)  0.320
H (6.873, -0.572, -4.279)  0.302
H (4.506, -0.005, -4.172)  0.276
H (4.770, -0.928, -5.653)  0.297
Cl (-4.911, -5.909, 2.994)  -0.175
C (-5.805, -5.729, 4.526)  -0.494
C (-7.295, -5.901, 4.339)  -0.425
Cl (-8.011, -4.561, 3.408)  -0.170
H (-5.564, -4.753, 4.945)  0.292
H (-5.426, -6.494, 5.205)  0.371
H (-7.790, -5.913, 5.310)  0.305
H (-7.529, -6.833, 3.825)  0.311

Values from the calculation:
* lowest unoccupied orbital energy: -3.901 eV
* spin multiplicity: 1
* HOMO energy: -10.46 eV
* energy relative to the best compared isomer or geometry (same formula, charge and spin): 271.8 kJ/mol
* total charge: +1
* frontier orbital gap: 6.56 eV

No. 2
The following is a quantum chemistry calculation of C26H43Cl2CrOP as an isolated structure in a non-equilibrium geometry, from the Open Molecules 2025 dataset.

Each line ends with the Mulliken spin population.
Element x y z (Å)
P (-0.649, 0.159, 0.374)  -0.035
C (-0.683, -1.710, 0.726)  -0.027
C (-1.873, -2.547, 0.208)  0.000
C (-1.844, -3.987, 0.722)  0.000
C (-0.473, -4.663, 0.565)  0.000
C (0.730, -3.775, 0.937)  0.000
C (0.636, -2.377, 0.319)  0.012
C (-0.318, 0.266, -1.449)  -0.020
C (-1.071, -0.816, -2.215)  -0.002
C (-1.031, -0.550, -3.711)  0.000
C (0.415, -0.370, -4.209)  0.001
C (1.307, 0.515, -3.314)  -0.004
C (1.165, 0.216, -1.813)  0.021
C (-2.481, 0.481, 0.392)  0.011
C (-3.083, 0.212, 1.781)  0.031
C (-4.616, 0.294, 1.704)  -0.002
C (-5.114, 1.604, 1.065)  0.002
C (-4.384, 1.986, -0.234)  -0.004
C (-2.858, 1.866, -0.140)  0.009
H (-0.723, -1.664, 1.829)  -0.005
H (-1.866, -2.598, -0.890)  0.001
H (-2.832, -2.102, 0.495)  0.001
H (-2.598, -4.568, 0.172)  0.000
H (-2.145, -3.993, 1.779)  0.000
H (-0.452, -5.561, 1.192)  0.000
H (-0.354, -4.999, -0.477)  0.000
H (0.783, -3.663, 2.029)  0.000
H (1.662, -4.258, 0.614)  0.000
H (1.479, -1.760, 0.658)  0.004
H (0.692, -2.465, -0.777)  -0.001
H (-0.679, 1.271, -1.720)  -0.009
H (-1.627, 0.350, -3.922)  0.000
H (-2.124, -0.881, -1.911)  0.000
H (-0.585, -1.782, -2.012)  -0.001
H (-1.512, -1.393, -4.228)  0.000
H (0.381, 0.064, -5.214)  0.000
H (0.875, -1.366, -4.303)  0.000
H (2.359, 0.412, -3.614)  0.001
H (1.028, 1.567, -3.465)  0.000
H (1.722, 0.955, -1.217)  -0.010
H (1.587, -0.774, -1.588)  0.003
H (-2.927, -0.248, -0.309)  -0.003
H (-2.797, -0.785, 2.150)  0.004
H (-2.682, 0.945, 2.500)  -0.003
H (-4.982, -0.554, 1.101)  -0.001
H (-5.045, 0.181, 2.709)  0.000
H (-5.040, 2.424, 1.795)  0.000
H (-6.181, 1.500, 0.847)  0.000
H (-4.653, 3.008, -0.528)  0.000
H (-4.726, 1.317, -1.037)  0.000
H (-2.440, 2.025, -1.143)  0.004
H (-2.417, 2.642, 0.502)  0.000
Cr (1.059, 1.681, 1.366)  2.659
Cl (0.405, 3.219, -0.156)  0.010
Cl (1.333, 0.005, 2.861)  0.021
C (3.044, 2.184, 1.385)  0.326
H (3.472, 3.019, 1.967)  0.010
C (4.090, 1.440, 0.809)  -0.230
C (5.443, 1.957, 0.716)  0.104
C (6.416, 1.289, -0.018)  -0.079
C (6.124, 0.058, -0.642)  0.162
C (4.850, -0.518, -0.478)  -0.085
C (3.865, 0.131, 0.252)  0.124
H (5.663, 2.915, 1.207)  0.008
H (7.417, 1.724, -0.123)  -0.007
H (4.646, -1.488, -0.940)  -0.007
H (2.905, -0.357, 0.443)  0.002
H (6.892, -0.444, -1.231)  0.016
C (1.491, 4.144, 3.061)  -0.012
O (0.734, 2.947, 2.897)  -0.008
H (2.104, 4.225, 2.163)  0.003
H (2.120, 4.082, 3.956)  -0.001
H (0.809, 4.996, 3.127)  0.001
H (0.168, 2.739, 3.654)  0.004

Values from the calculation:
* lowest unoccupied orbital energy (spin up / spin down): 2.486 / 2.479 eV
* spin multiplicity: 4
* HOMO energy (spin up / spin down): -1.93 / -1.92 eV
* total charge: -1
* frontier orbital gap (spin up / spin down): 4.42 / 4.40 eV

No. 3
The following is a quantum chemistry calculation of a 4-piece molecular cluster, C26H43Cl2FN2O11P overall in a non-equilibrium geometry, from the Open Molecules 2025 dataset.

Each line ends with the Mulliken charge.
Element x y z (Å)
C (-1.581, -0.106, 1.218)  -1.605
C (-2.246, 0.654, 0.102)  1.146
O (-2.840, 1.872, 0.486)  -0.635
C (-1.413, 0.886, -1.104)  -1.056
O (-0.723, 2.181, -1.168)  -0.432
N (0.619, 2.181, -1.235)  0.917
C (1.354, 1.633, -2.071)  -1.799
C (2.756, 1.872, -1.893)  0.776
C (3.393, 2.403, -3.152)  0.000
C (3.266, 3.854, -3.407)  -1.453
F (4.661, 2.038, -3.209)  -0.397
C (2.795, 2.724, -0.571)  -0.516
C (3.642, 1.983, 0.467)  -1.098
Cl (5.252, 2.027, -0.299)  -0.127
C (3.161, 0.529, 0.809)  1.691
C (2.887, 0.371, 2.271)  -1.819
Cl (4.429, -0.728, 0.452)  -0.167
C (1.376, 3.023, -0.279)  -0.509
C (0.976, 4.437, -0.750)  -0.980
C (1.853, 5.493, -0.252)  0.031
O (2.539, 5.398, 0.693)  -0.506
O (1.793, 6.566, -1.016)  -0.468
P (0.769, 2.698, 1.488)  0.422
N (1.866, 3.549, 2.430)  -0.450
O (-0.587, 3.538, 1.660)  -0.688
H (-1.405, 0.471, 2.096)  0.585
H (-0.661, -0.515, 0.893)  0.191
H (-2.186, -0.951, 1.484)  0.409
H (-3.005, -0.002, -0.233)  0.154
H (-3.291, 1.721, 1.316)  0.478
H (-2.066, 0.895, -1.931)  0.502
H (-0.771, 0.060, -1.244)  0.261
H (0.903, 1.039, -2.825)  1.019
H (3.146, 0.882, -1.805)  0.221
H (2.910, 1.895, -3.960)  0.566
H (2.276, 4.197, -3.242)  0.301
H (3.930, 4.367, -2.759)  0.375
H (3.600, 4.053, -4.392)  0.483
H (3.384, 3.584, -0.750)  1.062
H (3.780, 2.560, 1.332)  1.015
H (2.340, 0.248, 0.200)  -0.735
H (1.918, -0.026, 2.392)  0.410
H (3.607, -0.252, 2.722)  0.544
H (2.930, 1.313, 2.758)  0.383
H (-0.027, 4.668, -0.482)  0.499
H (0.995, 4.473, -1.806)  0.621
H (2.682, 6.930, -1.072)  0.419
H (1.616, 4.531, 2.435)  0.300
H (1.713, 3.210, 3.370)  0.317
H (-1.139, 3.540, 0.863)  0.375
O (-3.220, -2.160, 0.241)  -0.537
C (-4.366, -2.514, 0.128)  0.438
O (-5.332, -1.586, -0.007)  -0.366
C (-6.636, -2.201, -0.015)  -0.489
C (-6.383, -3.639, -0.433)  -0.531
C (-4.986, -3.910, 0.148)  -0.428
H (-7.059, -2.123, 0.987)  0.270
H (-7.276, -1.662, -0.707)  0.320
H (-7.147, -4.326, -0.081)  0.349
H (-6.346, -3.705, -1.520)  0.279
H (-5.025, -4.259, 1.179)  0.236
H (-4.409, -4.604, -0.454)  0.354
O (-0.535, -1.114, -3.057)  -0.581
C (0.412, -1.825, -2.876)  0.457
O (1.529, -1.386, -2.217)  -0.089
C (2.551, -2.411, -2.286)  -0.326
C (1.804, -3.719, -2.518)  -0.592
C (0.611, -3.248, -3.355)  -0.616
H (3.236, -2.179, -3.103)  0.321
H (3.104, -2.396, -1.353)  0.191
H (2.415, -4.477, -2.997)  0.398
H (1.451, -4.122, -1.569)  0.252
H (0.845, -3.226, -4.420)  0.290
H (-0.287, -3.831, -3.185)  0.344
O (-3.336, -4.859, 2.721)  -0.600
C (-2.374, -4.336, 3.192)  0.608
O (-1.178, -4.377, 2.570)  -0.346
C (-0.169, -3.768, 3.383)  -0.414
C (-0.924, -2.840, 4.333)  -0.117
C (-2.249, -3.590, 4.511)  -0.578
H (0.369, -4.556, 3.913)  0.326
H (0.525, -3.245, 2.735)  0.222
H (-0.389, -2.646, 5.260)  0.406
H (-1.108, -1.882, 3.846)  -0.096
H (-2.206, -4.319, 5.320)  0.328
H (-3.093, -2.924, 4.658)  0.280

Values from the calculation:
* lowest unoccupied orbital energy: -2.926 eV
* spin multiplicity: 1
* HOMO energy: -11.36 eV
* total charge: +1
* frontier orbital gap: 8.43 eV